Density functional theory data (ωB97M-V/def2-TZVPD) for C2H5N3O2S in the gas phase at a distorted geometry.

Results
F_max	4.0	eV Å⁻¹
spin multiplicity	1
energy above the lowest of the compared OMol25 structures with the same formula, charge and spin	87.9	kcal/mol
DFT total energy	-21552.1018	eV
SMILES	CN1N=NCS1(=O)=O
M	135.148	g mol⁻¹
net charge	0
gap between HOMO and LUMO	10.54	eV

Each line ends with the Löwdin charge.
Atoms and positions in Å:
1 H -1.420642 -1.700055 -1.127781  0.09
2 H 1.618727 1.754626 -0.851346  0.07
3 N 0.633845 0.182823 0.004495  -0.29
4 H 2.638675 0.769027 0.143653  0.12
5 S -1.094773 0.328712 -0.127476  0.71
6 N 0.913913 -0.980399 0.422807  -0.02
7 C 1.601875 1.233039 0.060642  -0.05
8 C -1.247672 -1.547715 -0.071848  -0.23
9 N 0.023194 -1.896465 0.348045  -0.06
10 H -2.150789 -1.945622 0.512943  0.14
11 O -1.562172 0.966982 1.046033  -0.29
12 H 1.484622 1.850647 1.009388  0.12
13 O -1.438806 0.984394 -1.369554  -0.31

Forces on atoms 1 to 6 (eV/Å):
0.031 -0.587 -0.474
-0.342 1.117 -0.917
-2.236 0.975 -1.145
-1.472 0.226 -0.043
-0.745 1.166 -1.157
0.486 -3.970 0.417